Model i:
Here is 2 unconnected molecules or ions with the total composition C3H5BrS from the OMol25 dataset. Energies are from ωB97M-V/def2-TZVPD.

Output
Kohn-Sham gap, eV: 9.00
SMILES: C=C=CS.Br
LUMO energy, eV: 0.6

```
! RIJCOSX wB97M-V def2-TZVPD def2/J DEFGRID3
* xyz 0 1
C -0.14425 1.38703 0.14370
C -1.09707 0.49370 -0.00662
C -1.97619 -0.47772 -0.20488
S -1.60492 -2.02593 0.43346
H 0.05034 1.94727 1.13454
H 0.72607 1.36104 -0.40104
H -2.90451 -0.41803 -0.73567
H -0.30928 -1.58374 0.72175
Br 3.84347 -0.10254 0.07615
H 3.41634 -0.58106 -1.16140
*
```

These are the Löwdin partial charges, in e, on atoms 1 to 6: -0.014 -0.216 -0.579 0.724 0.096 -0.001

=====

Model ii:
Here is 2 unconnected molecules or ions with the total composition C3H5BrS from the OMol25 dataset. Energies are from ωB97M-V/def2-TZVPD.

Output
Kohn-Sham gap (alpha / beta), eV: 7.14 / 7.14
LUMO energy (alpha / beta), eV: -0.8 / -0.8

```
! RIJCOSX wB97M-V def2-TZVPD def2/J DEFGRID3
* xyz 0 1
C -1.88347 2.37471 0.14656
C 0.90772 -0.58161 0.47077
C 0.88843 -1.93054 -0.08302
S -1.59760 0.80520 -0.09118
Br 2.48933 0.26864 0.02782
H -1.25006 2.90233 0.95339
H -2.21128 3.02795 -0.57927
H 0.47428 -2.71067 0.56815
H 1.99201 -2.32383 -0.44134
H 0.19063 -1.83219 -0.97189
*
```

These are the Löwdin partial charges, in e, on atoms 1 to 6: -0.552 -0.675 -0.322 0.629 0.672 0.038

=====

Model iii:
Here is 2 unconnected molecules or ions with the total composition C3H5BrS from the OMol25 dataset. Energies are from ωB97M-V/def2-TZVPD.

Output
Kohn-Sham gap (alpha / beta), eV: 8.90 / 6.93
LUMO energy (alpha / beta), eV: 0.1 / -0.7

```
! RIJCOSX wB97M-V def2-TZVPD def2/J DEFGRID3
* xyz 0 1
C 1.25224 -1.63310 -0.03148
C 1.85804 -0.51758 0.21046
C -0.52967 1.59130 0.02013
S -1.60756 0.26828 -0.13860
Br 3.51714 0.23601 -0.10036
H 1.59421 -2.38102 -0.75672
H 0.34963 -1.98843 0.54455
H -0.60190 2.42356 0.79151
H 0.42468 1.08569 -0.14910
H -2.63721 0.45018 0.82563
*
```

These are the Löwdin partial charges, in e, on atoms 1 to 6: -0.162 -0.676 -0.470 0.642 0.693 0.065

=====

Model iv:
Here is C3H5BrS in the gas phase from the OMol25 dataset. Energies are from ωB97M-V/def2-TZVPD.

Output
Kohn-Sham gap (alpha / beta), eV: 7.20 / 7.18
LUMO energy (alpha / beta), eV: -1.4 / -1.4

```
! RIJCOSX wB97M-V def2-TZVPD def2/J DEFGRID3
* xyz 0 1
C 0.25165 1.94088 -0.69734
C -0.28828 -2.04828 0.08276
C 0.28718 0.67729 -0.14720
S -0.76629 -0.67533 -0.70159
Br -3.06100 -0.00910 0.35217
H -0.21241 2.32527 -1.61108
H 1.13994 2.51489 -0.42578
H -0.15749 -2.24800 1.13360
H -0.65947 -2.85105 -0.52095
H 0.97355 0.66217 0.69885
*
```

These are the Löwdin partial charges, in e, on atoms 1 to 6: -0.023 -0.373 -0.429 0.696 -0.110 0.070

=====

The most stable arrangement is model i, and the next structure is 0.615 eV less stable.

=====

Model i:
Here is 2 unconnected molecules or ions with the total composition C3H3F3O from the OMol25 dataset. Energies are from ωB97M-V/def2-TZVPD.

Output
Kohn-Sham gap, eV: 9.47
SMILES: O=C=CF.FCF
LUMO energy, eV: 0.2

```
! RIJCOSX wB97M-V def2-TZVPD def2/J DEFGRID3
* xyz 0 1
O 1.87014 -2.04966 1.40382
C 0.75522 -1.98839 1.10375
C -0.51922 -1.88557 0.84327
F -1.32585 -2.89171 0.31657
H -0.88755 -0.86388 1.01748
F -0.72074 1.00315 -0.49699
C -0.02967 1.92865 -0.98445
F 0.96925 2.18315 -0.16197
H -0.58984 2.93031 -1.10000
H 0.47827 1.63394 -1.94147
*
```

These are the Löwdin partial charges, in e, on atoms 1 to 6: 0.194 -0.170 -0.124 -0.018 0.111 0.103

=====

Model ii:
Here is C3H3F3O in the gas phase from the OMol25 dataset. Energies are from ωB97M-V/def2-TZVPD.

Output
Kohn-Sham gap (alpha / beta), eV: 8.95 / 8.41
LUMO energy (alpha / beta), eV: 0.2 / 0.2

```
! RIJCOSX wB97M-V def2-TZVPD def2/J DEFGRID3
* xyz 0 1
C -0.02236 0.06493 -0.89899
C -0.69913 -0.87044 0.21188
C 0.67346 1.23668 -0.42086
O 0.09081 -1.67534 0.84332
F -1.36200 -0.14853 1.13556
F 1.67908 1.26975 0.41397
F -0.26754 2.19458 0.01122
H 0.77056 -0.62870 -1.39028
H -0.78594 0.33758 -1.70794
H -0.07693 -1.78052 1.80213
*
```

These are the Löwdin partial charges, in e, on atoms 1 to 6: -0.087 -0.344 -0.302 0.096 0.052 0.128

=====

The most stable arrangement is model i, and the next structure is 1.065 eV less stable.

=====

Model i:
Here is C5H12N2S in the gas phase from the OMol25 dataset. Energies are from ωB97M-V/def2-TZVPD.

Output
Kohn-Sham gap, eV: 9.48
SMILES: C=NSC[C@H](N)CC
LUMO energy, eV: 0.9

```
! RIJCOSX wB97M-V def2-TZVPD def2/J DEFGRID3
* xyz 0 1
C -0.17345 2.16858 2.60513
N 0.21271 1.36450 1.70239
S -0.44981 1.59420 0.16387
C 0.53983 0.31291 -0.64365
C 0.02665 -1.10036 -0.32065
N 0.70994 -1.58434 0.86815
C 0.36084 -2.04978 -1.52909
C -0.65090 -1.81759 -2.65481
H 0.16286 1.93031 3.60314
H -0.75734 3.07674 2.42138
H 1.57013 0.35141 -0.32674
H 0.52017 0.54970 -1.68970
H -1.06380 -1.07820 -0.27830
H 0.41014 -0.95605 1.63503
H 0.29546 -2.50863 1.06306
H 1.40797 -1.98842 -1.85934
H 0.26400 -3.08405 -1.17742
H -0.32156 -2.32453 -3.50645
H -0.75126 -0.79214 -2.87207
H -1.61620 -2.22701 -2.36992
*
```

These are the Löwdin partial charges, in e, on atoms 1 to 6: -0.167 -0.378 0.876 -0.450 -0.497 0.025

=====

Model ii:
Here is C5H12N2S in the gas phase from the OMol25 dataset. Energies are from ωB97M-V/def2-TZVPD.

Output
Kohn-Sham gap, eV: 9.53
SMILES: N[C@@H](CS)C1CNC1
LUMO energy, eV: 0.8

```
! RIJCOSX wB97M-V def2-TZVPD def2/J DEFGRID3
* xyz 0 1
N -0.34649 -1.58220 0.57632
C 0.65234 -0.85688 -0.28535
C 0.52369 -1.01445 -1.85115
S -1.14869 -0.59284 -2.42404
C 0.50858 0.68194 0.09366
C -0.76327 1.45733 0.22947
N -0.08001 2.12701 1.35493
C 0.79109 0.95429 1.61036
H -0.41019 -2.60791 0.47383
H -1.38526 -1.25893 0.75097
H 1.68344 -1.19774 -0.00737
H 1.20035 -0.35201 -2.37325
H 0.69116 -2.08120 -2.11628
H -1.78333 -1.62576 -1.88783
H 1.21634 1.27378 -0.40579
H -1.55100 0.75807 0.70729
H -1.24873 2.09931 -0.54031
H -0.70647 2.44073 2.06613
H 0.35476 0.16580 2.23738
H 1.80167 1.21166 1.79104
*
```

These are the Löwdin partial charges, in e, on atoms 1 to 6: -0.015 -0.376 -0.508 0.707 -0.299 -0.208

=====

The most stable arrangement is model i, and the next structure is 0.943 eV less stable.

=====

Model i:
Here is 2 unconnected molecules or ions with the total composition C4H11N2O3 from the OMol25 dataset. Energies are from ωB97M-V/def2-TZVPD.

Output
Kohn-Sham gap, eV: 5.83
LUMO energy, eV: 3.2

```
! RIJCOSX wB97M-V def2-TZVPD def2/J DEFGRID3
* xyz -1 1
N -2.40787 -0.53893 0.94052
C -1.47225 0.06455 0.00732
C -0.34322 0.76335 0.77482
N 0.91583 0.77256 0.27685
C 1.37393 -0.15456 -0.77304
C 1.63936 0.66575 -2.28310
O 1.58096 -0.24702 -3.21025
O -0.67685 1.43701 1.74918
H -3.12383 0.11956 1.25165
H -1.88294 -0.88976 1.75587
H -1.15011 -0.68803 -0.74371
H -1.96057 0.90568 -0.51603
H 1.60186 1.43093 0.56244
H 0.64439 -0.83594 -1.16810
H 2.31158 -0.68728 -0.58352
H 0.84026 1.45087 -2.35711
H 2.59049 1.18946 -2.12829
H -0.17464 -2.95706 1.72529
H 0.36307 -1.55653 2.00787
O -0.43298 -2.10168 2.07604
*
```

These are the Löwdin partial charges, in e, on atoms 1 to 6: -0.028 -0.203 -0.527 0.060 -0.165 -0.530

=====

Model ii:
Here is a molecular structure, C4H11N2O3 from the OMol25 dataset. Energies are from ωB97M-V/def2-TZVPD.

Output
Kohn-Sham gap, eV: 8.35
LUMO energy, eV: 3.9

```
! RIJCOSX wB97M-V def2-TZVPD def2/J DEFGRID3
* xyz -1 1
C 1.40446 0.98776 -0.41758
O 1.19742 2.01900 0.57723
C 1.39286 -0.51051 0.09899
C 0.31646 -1.39014 -0.63036
C -1.05021 -1.18025 -1.13953
N -1.82362 -0.13502 -0.67219
O -1.49340 -1.86204 -2.06642
N 1.06496 -0.58429 1.55930
H 2.41728 1.29490 -0.72368
H 0.62056 1.06591 -1.17149
H 2.42678 -0.86994 -0.01583
H 0.08905 -2.30823 -0.03727
H 0.83218 -1.90585 -1.44890
H -2.76956 -0.41615 -0.87254
H -1.35234 0.45801 0.01766
H 0.12017 -0.19653 1.60173
H 1.61795 0.05958 2.12218
H -1.25967 1.88493 2.65154
H 0.26818 1.88578 1.14814
O -0.86842 1.81220 1.78013
*
```

These are the Löwdin partial charges, in e, on atoms 1 to 6: -0.246 -0.216 -0.325 -0.100 -0.573 0.174

=====

The most stable arrangement is model ii, and the next structure is 0.769 eV less stable.

=====

Model i:
Here is C2H2Cl3P in the gas phase from the OMol25 dataset. Energies are from ωB97M-V/def2-TZVPD.

Output
Kohn-Sham gap, eV: 9.82
SMILES: C=C(Cl)P(Cl)Cl
LUMO energy, eV: 0.2

```
! RIJCOSX wB97M-V def2-TZVPD def2/J DEFGRID3
* xyz 0 1
C 0.74451 0.64446 -0.86478
C 0.29266 0.49658 0.38517
Cl 1.06749 1.20512 1.70426
P -1.23888 -0.51748 0.82868
Cl -1.98536 -1.03748 -0.99468
Cl -0.42639 -2.26241 1.54425
H 0.09196 0.17244 -1.57993
H 1.45401 1.29878 -1.02296
*
```

These are the Löwdin partial charges, in e, on atoms 1 to 6: -0.063 -1.070 0.635 0.161 0.188 0.139

=====

Model ii:
Here is C2H2Cl3P in the gas phase from the OMol25 dataset. Energies are from ωB97M-V/def2-TZVPD.

Output
Kohn-Sham gap, eV: 10.35
SMILES: C=C(Cl)P(Cl)Cl
LUMO energy, eV: 0.6

```
! RIJCOSX wB97M-V def2-TZVPD def2/J DEFGRID3
* xyz 0 1
C -0.39049 0.05195 -0.01732
C -1.65052 0.38419 -0.19859
Cl -2.20727 1.62051 -1.24496
P -3.13930 -0.76815 0.58133
Cl -4.12663 -1.18826 -1.09890
Cl -4.23224 0.75467 1.30248
H 0.41516 0.58747 -0.49702
H -0.13495 -0.76317 0.63489
*
```

These are the Löwdin partial charges, in e, on atoms 1 to 6: -0.100 -0.997 0.571 0.105 0.164 0.150

=====

The most stable arrangement is model ii, and the next structure is 0.161 eV less stable.

=====

Model i:
Here is 21 unconnected molecules or ions with the total composition H43O21 from the OMol25 dataset. Energies are from ωB97M-V/def2-TZVPD.

Output
Kohn-Sham gap, eV: 10.21
LUMO energy, eV: -2.9

```
! RIJCOSX wB97M-V def2-TZVPD def2/J DEFGRID3
* xyz 1 1
O 0.24128 -0.79378 4.89752
H 1.19521 -1.04100 4.76949
H -0.00738 -1.72389 4.91105
O 0.25556 -3.02180 -1.41847
H -0.53804 -2.51324 -1.18646
H -0.17723 -3.83730 -1.19531
O -0.16994 4.58776 -1.20862
H -0.09209 4.15287 -0.31270
H 0.78439 4.53030 -1.41496
O 1.21394 2.34620 -2.90587
H -3.26062 -0.02782 4.08413
H 0.06469 0.74636 -5.38721
O -1.29831 -0.36102 -3.05453
H -1.59338 0.46624 -2.67574
H -1.60535 -1.08584 -2.50169
O -3.01746 -0.93610 3.99481
H 0.85118 2.92540 -3.58010
H -2.14316 -1.27770 4.00456
O -3.43679 1.23238 1.45437
H -3.70411 0.72920 0.67602
H -4.18435 1.78040 1.75522
O -0.67803 -1.41792 1.73716
H 0.11495 -1.71077 2.15039
H -1.42507 -1.97950 2.03317
O -3.54469 -2.57271 -1.73655
H -3.94949 -3.41337 -1.99024
H -4.20512 -2.21093 -1.10361
O 0.69024 0.71522 1.85945
H -0.11877 1.06041 1.46728
H 0.92051 1.34793 2.53022
O -1.73691 -3.88639 2.36520
H -2.60100 -4.14657 2.77929
H -2.07368 -3.32458 1.66623
O -0.94061 1.56211 -0.68937
H -1.87355 1.43274 -0.43938
H -0.39230 0.88573 -0.10324
O 3.67272 1.05855 -1.34516
H 4.08428 1.02539 -0.49080
H 3.67641 0.08281 -1.51707
O 3.07833 -1.91369 -1.78883
H 2.82971 -2.68515 -1.28442
H 3.73469 -1.99148 -2.45872
O 1.40391 -0.27117 -2.98633
H 1.63206 0.66350 -2.96845
H 2.02056 -0.88150 -2.52700
O -1.63495 4.13445 2.58435
H 0.56320 2.45809 -2.21941
O 3.55636 1.64617 1.24389
H 4.02474 2.21656 1.94711
H 2.69331 2.00001 1.10399
O 1.93093 -3.91977 0.76143
H 1.48012 -3.24251 1.28188
H 1.67299 -4.75129 1.19572
O 0.60165 -0.11133 -5.34313
H 0.95038 -0.30799 -3.99940
H -0.07998 -0.79687 -5.16190
O -3.23242 3.33744 -0.50509
H -3.86747 2.93193 0.10595
H -2.74158 3.89498 0.14198
O 3.46826 -1.03589 1.85596
H 4.00846 -1.62972 1.30267
H 2.63474 -0.87549 1.42475
H -1.16284 3.75617 3.32430
H -1.72344 3.46229 1.92207
*
```

These are the Löwdin partial charges, in e, on atoms 1 to 6: -0.064 0.070 0.029 -0.040 0.021 0.035

=====

Model ii:
Here is 22 unconnected molecules or ions with the total composition H43O21 from the OMol25 dataset. Energies are from ωB97M-V/def2-TZVPD.

Output
Kohn-Sham gap, eV: 10.07
LUMO energy, eV: -3.0

```
! RIJCOSX wB97M-V def2-TZVPD def2/J DEFGRID3
* xyz 1 1
O 3.31341 2.22403 2.75584
H 2.32416 2.47455 2.51794
H 3.17185 1.83667 3.63160
O 3.72713 1.02541 0.66990
H 3.57355 1.19272 1.96993
H 3.47783 -0.04572 0.60079
O -1.74746 3.63793 1.87478
H -2.55778 3.28229 2.08699
H -1.89535 4.20794 0.96228
O -0.94719 -1.41311 -0.66636
H 0.65996 0.12098 1.09821
H -2.63865 -1.40100 -2.46707
O -2.36617 -2.83083 2.56681
H -2.26033 -3.20042 1.66662
H -2.68825 -3.60500 2.95258
O 1.45854 -0.22557 0.66909
H -1.34629 -1.91558 0.02040
H 1.33908 -1.20340 0.38393
O 0.09032 -4.19519 -0.56086
H 0.76896 -4.64808 -0.01027
H -0.05354 -4.94102 -1.20528
O -1.40779 0.28428 -4.50980
H -1.49352 -0.43677 -3.99466
H -1.22979 1.07827 -3.95269
O 3.16997 -3.00945 0.23175
H 3.26599 -2.13377 -0.02164
H 3.11404 -3.00698 1.19187
O -0.88222 -0.06161 2.19169
H -1.54437 0.03829 1.66086
H -0.80760 -1.01293 2.50010
O 1.99181 1.80336 -1.40589
H 1.98607 1.57156 -2.34347
H 1.10848 1.90854 -1.23398
O 0.01475 -2.74677 -3.81415
H -0.81815 -3.16137 -3.83919
H 0.68457 -3.43762 -3.56506
O 0.99534 4.43279 -1.46398
H 0.45353 5.18809 -1.59722
H 0.42534 3.90318 -1.98779
O -1.65148 1.72789 0.10030
H -0.81048 1.39227 -0.29641
H 1.89530 3.10592 0.28790
O -4.43734 2.23386 1.10220
H -3.51604 1.92985 0.87629
H -2.17771 1.66076 -0.65303
O 2.22388 -1.99802 2.72358
H -0.28250 -2.05647 -0.99436
O -3.09577 -3.75578 0.30750
H -3.73444 -3.44875 -0.24329
H -3.23907 -4.67132 0.51144
O 1.24135 3.20041 0.92786
H 0.64569 3.91935 0.95503
H 2.95967 1.46881 -0.05500
O -2.76808 -1.91814 -3.17968
H -4.24068 2.87442 1.72622
H -3.51335 -1.87092 -3.74446
O 1.69891 -0.67059 -4.26715
H 1.10450 -0.37031 -4.91262
H 1.02677 -1.36293 -4.03360
O 0.77862 2.97310 3.73603
H 1.42279 3.41536 4.23688
H 0.12748 3.56610 3.23179
H 1.74497 -1.92029 3.57121
H 2.16675 -1.00328 2.52077
*
```

These are the Löwdin partial charges, in e, on atoms 1 to 6: 0.021 0.107 0.103 -0.101 0.186 0.158

=====

The most stable arrangement is model i, and the next structure is 2.446 eV less stable.